# 1
This record from the OMol25 dataset describes C19H20CaCl4GeN3OS as an isolated structure. The level of theory is ωB97M-V/def2-TZVPD.

XYZ file:
```
50
Properties=species:S:1:pos:R:3
Ca 0.48 -0.33 -0.06
C 2.90 -3.14 0.47
C 2.14 -2.04 1.17
O 2.19 -1.67 2.28
H 3.42 -3.75 1.20
H 3.60 -2.66 -0.21
H 2.20 -3.72 -0.13
Cl 2.99 4.14 -0.18
Ge 1.21 2.82 -0.15
Cl 2.39 0.95 -1.41
Cl 0.62 3.58 -2.53
C 0.95 3.54 -4.11
N -0.16 4.71 -1.91
C -0.81 2.10 -2.52
N -0.87 1.29 -3.55
S -1.50 1.78 -1.03
H 1.88 4.11 -2.23
H 1.82 4.06 -4.50
H 1.50 2.47 -3.34
H -0.90 5.37 -2.04
H -0.50 1.64 -4.42
H -1.45 0.45 -3.52
Cl -3.98 0.08 3.82
C -2.33 0.50 3.57
C -1.61 1.18 4.54
C -0.29 1.48 4.28
C 0.26 1.10 3.07
N -0.43 0.45 2.13
C -1.71 0.16 2.38
H -2.08 1.45 5.48
H 0.32 2.01 5.01
H 1.29 1.33 2.83
H -2.27 -0.36 1.61
C 0.89 -4.02 -4.70
C 1.70 -3.16 -3.92
C 1.17 -2.56 -2.81
C -0.17 -2.75 -2.41
C -0.69 -2.10 -1.24
C -2.01 -2.37 -0.95
C -2.83 -3.22 -1.73
C -2.32 -3.83 -2.84
C -0.97 -3.61 -3.21
C -0.41 -4.23 -4.35
H 1.31 -4.50 -5.58
H 2.73 -2.99 -4.21
H 1.81 -1.90 -2.23
H -2.49 -1.91 -0.08
H -3.86 -3.38 -1.45
H -2.94 -4.49 -3.44
H -1.04 -4.89 -4.95
```

Calculated values
Kohn-Sham gap (spin up / spin down) in eV: 6.6 / 5.6
Expectation value of S²: 0.75
E in hartree: -5968.56970
HOMO (spin up / spin down) in eV: -7.00 / -7.00
Molecular weight in g/mol: 592.96
Charge: 0
2S+1: 2
LUMO energy (spin up / spin down) in eV: -0.389 / -1.438

***

# 2
This record from the OMol25 dataset describes a single C19H20ClN5O molecule. The level of theory is ωB97M-V/def2-TZVPD.

XYZ file:
```
46
Properties=species:S:1:pos:R:3
C 0.28 2.31 3.58
C 1.11 1.41 2.61
C 1.28 1.84 1.16
C 1.77 3.18 0.97
C 1.92 3.72 -0.30
C 1.53 2.91 -1.46
Cl 1.54 3.75 -2.97
C 0.89 1.64 -1.28
C 0.74 1.10 0.00
C -0.17 -0.06 0.07
C 0.15 -1.42 -0.10
C 1.47 -1.94 -0.48
O 1.69 -3.16 -0.24
N 2.50 -1.09 -0.73
C 3.89 -1.52 -0.98
C -1.03 -2.22 0.16
C -2.00 -1.33 0.49
C -3.34 -1.74 0.86
C -3.61 -2.95 1.46
C -4.79 -3.34 1.58
N -5.28 -4.40 2.13
N -5.79 -2.65 1.26
C -5.58 -1.40 0.78
N -4.34 -0.89 0.59
N -1.48 -0.03 0.47
C -2.13 1.13 1.00
H 0.69 2.24 4.60
H 0.34 3.30 3.21
H -0.80 2.10 3.49
H 0.83 0.37 2.74
H 2.24 1.38 2.94
H 2.19 3.69 1.83
H 2.16 4.85 -0.41
H 0.51 1.03 -2.10
H 2.22 -0.19 -0.35
H 3.97 -2.64 -1.11
H 4.29 -1.04 -1.96
H 4.56 -1.22 -0.15
H -1.03 -3.34 0.08
H -2.92 -3.74 1.63
H -4.70 -4.66 2.95
H -6.28 -4.40 2.31
H -6.50 -0.86 0.41
H -1.56 2.10 0.78
H -3.05 1.40 0.56
H -2.42 1.07 2.05
```

Calculated values
Kohn-Sham gap in eV: 8.6
E in hartree: -1545.14591
HOMO in eV: -8.40
Molecular weight in g/mol: 369.86
Charge: 0
LUMO energy in eV: 0.245

***

# 3
This record from the OMol25 dataset describes a 3-piece molecular cluster, C19H20FN2O9S overall. The level of theory is ωB97M-V/def2-TZVPD.

XYZ file:
```
52
Properties=species:S:1:pos:R:3
C -2.46 2.42 -2.01
C -2.59 0.99 -2.50
F -3.65 0.35 -1.86
C -1.30 0.17 -2.35
C -1.21 -0.81 -3.54
S -0.42 -2.38 -3.25
O -1.44 -3.34 -2.92
O 0.46 -2.67 -4.35
O 0.50 -2.19 -2.00
C 0.24 -1.16 -0.99
C -1.16 -0.58 -1.01
C -1.22 0.42 0.20
O -0.23 1.17 0.31
O -2.24 0.38 0.89
H -1.74 2.94 -2.64
H -2.09 2.44 -0.98
H -3.42 2.93 -2.08
H -2.86 1.01 -3.57
H -0.45 0.86 -2.39
H -0.72 -0.37 -4.41
H -2.22 -1.13 -3.81
H 0.97 -0.37 -1.15
H 0.46 -1.63 -0.03
H -1.93 -1.34 -0.90
C -1.28 0.10 3.83
C -0.62 -0.15 5.03
C -1.27 0.00 6.24
C -2.60 0.42 6.22
C -3.27 0.68 5.04
C -2.61 0.51 3.83
N -3.30 0.58 7.50
O -2.68 0.36 8.52
O -4.47 0.92 7.47
H -0.78 0.00 2.88
H 0.42 -0.47 5.02
H -0.78 -0.19 7.18
H -4.30 1.00 5.07
H -3.09 0.72 2.89
C 5.83 -1.19 -1.40
C 5.79 0.19 -1.21
C 4.74 0.93 -1.72
C 3.75 0.27 -2.42
C 3.76 -1.10 -2.62
C 4.81 -1.83 -2.10
N 2.61 1.05 -2.95
O 2.59 2.24 -2.75
O 1.76 0.41 -3.54
H 6.65 -1.77 -1.00
H 6.58 0.68 -0.66
H 4.68 2.00 -1.58
H 2.95 -1.57 -3.15
H 4.84 -2.90 -2.24
```

Calculated values
Kohn-Sham gap in eV: 7.1
E in hartree: -2020.65723
HOMO in eV: -5.58
Molecular weight in g/mol: 471.44
Charge: -1
LUMO energy in eV: 1.499

***

# 4
This record from the OMol25 dataset describes C19H20N3O2PRhS3 as an isolated structure. The level of theory is ωB97M-V/def2-TZVPD.

XYZ file:
```
49
Properties=species:S:1:pos:R:3
Rh 0.01 -0.15 0.17
C 2.44 -5.00 2.49
C 1.01 -4.85 1.98
O 0.36 -3.78 2.64
P 0.07 -2.32 1.97
S -1.88 -0.41 1.42
S 1.80 -1.93 0.92
O 0.05 -1.44 3.30
C 0.88 -1.65 4.44
C 1.45 -0.32 4.90
H 2.89 -5.88 2.04
H 2.45 -5.10 3.57
H 3.03 -4.12 2.21
H 0.44 -5.75 2.20
H 1.02 -4.68 0.90
H 1.69 -2.35 4.19
H 0.26 -2.10 5.22
H 2.14 0.08 4.15
H 2.00 -0.46 5.83
H 0.65 0.39 5.07
S 2.14 -0.04 -3.71
C 2.72 1.34 -2.82
C 2.09 1.52 -1.63
C 1.10 0.54 -1.38
C 0.99 -0.35 -2.45
C -0.03 -1.34 -2.47
C -0.41 -2.09 -3.59
C -1.52 -2.89 -3.51
C -2.23 -2.95 -2.30
C -1.77 -2.23 -1.22
N -0.70 -1.43 -1.28
H 3.51 1.93 -3.25
H 2.33 2.33 -0.97
H 0.16 -2.00 -4.50
H -1.86 -3.46 -4.37
H -3.12 -3.54 -2.20
H -2.28 -2.28 -0.27
N -0.98 4.28 4.59
C -0.25 3.65 3.95
C 0.62 2.89 3.16
C 2.03 3.05 3.23
C 2.79 2.25 2.40
C 2.19 1.33 1.56
N 0.84 1.19 1.48
C 0.09 1.98 2.26
H 2.47 3.74 3.92
H 3.87 2.33 2.40
H 2.79 0.66 0.96
H -0.99 1.88 2.18
```

Calculated values
Kohn-Sham gap (spin up / spin down) in eV: 6.0 / 5.8
Expectation value of S²: 1.20
E in hartree: -2697.21168
HOMO (spin up / spin down) in eV: -7.34 / -7.47
Molecular weight in g/mol: 552.47
Charge: 0
2S+1: 2
LUMO energy (spin up / spin down) in eV: -1.309 / -1.636

***

# 5
This record from the OMol25 dataset describes a single C19H20N4O2 molecule. The level of theory is ωB97M-V/def2-TZVPD.

XYZ file:
```
45
Properties=species:S:1:pos:R:3
O -1.28 0.29 -4.48
C -1.33 -0.53 -3.53
C -2.20 -1.65 -3.65
C -2.77 -1.83 -5.00
N -3.66 -2.82 -5.26
C -4.02 -3.61 -4.18
C -3.52 -3.43 -2.90
N -2.60 -2.42 -2.63
N -0.72 -0.15 -2.32
C -0.51 1.24 -2.08
C -0.59 1.54 -0.54
C 0.41 0.60 0.23
N 0.48 0.97 1.66
C -0.52 0.62 2.60
O -1.68 0.81 2.30
C -0.14 0.53 4.12
C 1.35 0.03 4.23
C 2.22 0.78 3.31
C 3.51 0.99 3.66
C 4.33 1.91 3.02
C 3.74 2.63 2.00
C 2.56 2.13 1.45
C 1.72 1.26 2.12
C -0.09 -0.90 -0.05
C 0.03 -1.08 -1.55
H -2.45 -1.14 -5.85
H -4.78 -4.47 -4.26
H -3.93 -4.02 -2.08
H 0.47 1.45 -2.52
H -1.35 1.86 -2.53
H -0.31 2.57 -0.33
H -1.62 1.46 -0.19
H 1.33 0.80 -0.27
H -0.26 1.59 4.50
H -0.88 0.00 4.66
H 1.65 0.16 5.29
H 1.47 -1.01 3.97
H 3.85 0.44 4.49
H 5.30 2.22 3.55
H 4.10 3.48 1.48
H 2.32 2.44 0.54
H 0.65 -1.54 0.43
H -1.09 -1.16 0.24
H 1.10 -0.98 -1.86
H -0.30 -2.06 -1.80
```

Calculated values
Kohn-Sham gap in eV: 7.8
E in hartree: -1105.46045
HOMO in eV: -8.29
Molecular weight in g/mol: 336.39
Charge: 0
LUMO energy in eV: -0.447

***

# 6
This record from the OMol25 dataset describes a single C19H20N4O6S2 molecule. The level of theory is ωB97M-V/def2-TZVPD.

XYZ file:
```
51
Properties=species:S:1:pos:R:3
C 2.82 0.93 2.83
O 3.04 0.04 1.75
C 1.97 -0.61 1.22
C 0.65 -0.36 1.57
C -0.36 -1.07 0.93
N -1.72 -0.81 1.18
C -2.27 0.24 1.83
O -1.67 1.03 2.54
C -3.78 0.34 1.61
N -4.17 -0.16 0.31
C -5.42 -0.90 0.27
S -4.04 1.02 -0.91
O -4.76 0.54 -2.05
O -4.32 2.32 -0.38
C -2.31 0.93 -1.30
C -1.72 0.03 -2.14
C -0.33 0.19 -2.20
C 0.12 1.21 -1.40
C 1.50 1.58 -1.17
C 1.84 2.63 -0.25
C 3.14 2.91 -0.02
C 4.19 2.15 -0.68
O 5.39 2.30 -0.56
N 3.69 1.19 -1.54
N 2.42 0.90 -1.78
S -1.19 2.00 -0.58
C -0.06 -2.02 -0.03
C 1.27 -2.26 -0.38
O 1.46 -3.20 -1.35
C 2.77 -3.45 -1.78
C 2.28 -1.55 0.24
H 2.17 1.76 2.54
H 2.38 0.41 3.69
H 3.80 1.31 3.10
H 0.39 0.37 2.31
H -2.37 -1.35 0.62
H -4.06 1.40 1.72
H -4.27 -0.24 2.39
H -6.24 -0.34 0.73
H -5.29 -1.85 0.79
H -5.66 -1.08 -0.77
H -2.29 -0.70 -2.69
H 0.33 -0.42 -2.80
H 1.05 3.17 0.23
H 3.46 3.69 0.66
H 4.36 0.62 -2.05
H -0.84 -2.58 -0.53
H 3.23 -2.55 -2.20
H 2.69 -4.21 -2.56
H 3.40 -3.83 -0.97
H 3.32 -1.70 0.01
```

Calculated values
Kohn-Sham gap in eV: 7.8
E in hartree: -2202.83662
HOMO in eV: -8.19
Molecular weight in g/mol: 464.52
Charge: 0
LUMO energy in eV: -0.366

***

# 7
This record from the OMol25 dataset describes C19H20N8O8S2W as an isolated structure. The level of theory is ωB97M-V/def2-TZVPD.

XYZ file:
```
58
Properties=species:S:1:pos:R:3
W 0.49 0.67 -1.08
N 0.98 2.97 -1.11
C 1.12 3.47 -2.50
C 1.64 2.36 -3.37
O 2.34 2.59 -4.35
N 1.23 1.14 -2.95
C 1.69 -0.02 -3.70
C 2.12 -1.10 -2.73
O 2.88 -1.99 -3.03
O 1.59 -0.99 -1.50
H 0.29 3.51 -0.60
H 1.88 3.06 -0.64
H 1.77 4.34 -2.58
H 0.13 3.74 -2.87
H 2.52 0.24 -4.35
H 0.88 -0.43 -4.31
N -0.48 -4.35 4.62
C -0.39 -3.10 4.03
C -1.42 -2.64 3.20
C -1.36 -1.38 2.65
C -0.27 -0.56 2.91
C 0.75 -1.00 3.75
C 0.69 -2.26 4.30
S -0.25 1.07 2.29
O -1.56 1.35 1.76
O 0.24 1.95 3.31
N 0.78 1.23 0.98
C 2.10 0.86 0.97
N 2.80 0.38 2.00
C 4.04 0.04 1.71
C 4.61 0.14 0.44
C 3.79 0.62 -0.56
N 2.55 1.03 -0.29
H -1.12 -5.01 4.22
H 0.37 -4.75 4.99
H -2.26 -3.29 2.98
H -2.14 -1.05 1.99
H 1.59 -0.35 3.97
H 1.48 -2.60 4.96
H 4.63 -0.34 2.54
H 5.62 -0.17 0.23
H 4.12 0.71 -1.59
S -1.58 2.22 -1.48
C -2.94 1.18 -1.47
N -3.34 0.67 -0.29
C -4.38 -0.15 -0.12
C -5.16 -0.49 -1.20
C -4.80 0.02 -2.45
C -3.71 0.84 -2.59
H -2.75 0.93 0.52
H -4.57 -0.50 0.88
H -6.00 -1.15 -1.07
H -5.39 -0.25 -3.32
H -3.41 1.23 -3.55
O -0.80 -0.47 -2.21
N -1.03 -1.41 -1.21
O -2.07 -2.04 -1.10
O -0.53 -0.72 -0.10
```

Calculated values
Kohn-Sham gap (spin up / spin down) in eV: 6.7 / 7.8
Expectation value of S²: 2.01
E in hartree: -2639.46469
HOMO (spin up / spin down) in eV: -7.32 / -8.49
Molecular weight in g/mol: 736.39
Charge: 0
2S+1: 3
LUMO energy (spin up / spin down) in eV: -0.641 / -0.684

***

# 8
This record from the OMol25 dataset describes C19H21AgN5O as an isolated structure. The level of theory is ωB97M-V/def2-TZVPD.

XYZ file:
```
47
Properties=species:S:1:pos:R:3
Ag -0.37 -1.96 -1.82
C 2.50 0.79 -0.75
N 1.83 0.06 0.31
C 2.70 -0.91 0.95
C 1.93 -1.77 1.90
N 2.31 -2.10 3.11
C 1.27 -2.89 3.58
C 1.11 -3.52 4.82
C -0.04 -4.25 5.03
C -1.04 -4.35 4.04
C -0.90 -3.73 2.81
C 0.27 -3.01 2.60
N 0.73 -2.29 1.54
C 1.66 1.89 -1.31
N 2.14 3.08 -1.58
C 1.07 3.77 -2.12
C 0.98 5.08 -2.59
C -0.24 5.52 -3.06
C -1.37 4.68 -3.06
C -1.30 3.38 -2.60
C -0.07 2.94 -2.13
N 0.34 1.73 -1.61
H 2.72 0.08 -1.56
H 3.45 1.25 -0.45
H 1.45 0.70 1.00
H 3.54 -0.47 1.50
H 3.12 -1.55 0.15
H 1.88 -3.44 5.58
H -0.19 -4.75 5.98
H -1.93 -4.93 4.25
H -1.66 -3.80 2.04
H 0.29 -2.17 0.62
H 1.85 5.72 -2.58
H -0.34 6.53 -3.44
H -2.31 5.07 -3.44
H -2.17 2.74 -2.59
H -0.32 0.90 -1.51
C -3.09 -0.55 -3.05
O -3.00 -0.52 -1.65
C -1.74 -0.25 -1.17
C -1.89 -0.27 0.34
H -2.65 0.34 -3.51
H -4.15 -0.63 -3.32
H -2.55 -1.43 -3.43
H -2.43 -1.14 0.73
H -2.47 0.62 0.63
H -0.91 -0.21 0.83
```

Calculated values
Kohn-Sham gap (spin up / spin down) in eV: 5.5 / 5.5
E in hartree: -1232.58303
HOMO (spin up / spin down) in eV: -2.38 / -2.36
Molecular weight in g/mol: 443.28
Charge: -1
LUMO energy (spin up / spin down) in eV: 3.109 / 3.111

***

# 9
This record from the OMol25 dataset describes a 2-piece molecular cluster, C19H21B2F13N3O5PS overall. The level of theory is ωB97M-V/def2-TZVPD.

XYZ file:
```
65
Properties=species:S:1:pos:R:3
C -1.88 3.63 -1.43
C -1.41 2.57 -1.10
C -1.06 1.35 -0.27
C 0.28 1.31 0.33
B 1.41 2.47 0.13
C 1.53 3.66 1.20
O 2.32 2.42 -0.97
C 0.65 0.13 1.16
C 2.10 -0.02 1.80
O 2.30 -0.03 2.97
O 3.14 -0.12 0.88
C 3.12 -1.35 0.15
C 3.63 -1.08 -1.35
C 2.46 -1.07 -2.40
F 1.38 -0.26 -1.99
F 2.91 -0.53 -3.61
C 1.84 -2.50 -2.74
F 0.78 -2.71 -1.86
F 1.28 -2.40 -4.02
C 2.87 -3.69 -2.77
F 4.00 -3.38 -3.49
F 3.25 -4.10 -1.48
C 2.26 -5.02 -3.46
F 2.73 -5.05 -4.75
F 0.89 -5.10 -3.37
F 2.76 -6.15 -2.81
C -0.40 -0.95 1.34
P 0.12 -2.43 2.38
S 0.11 -1.98 4.29
C -1.75 -0.84 0.68
C -2.76 -2.00 0.89
C -4.26 -1.56 1.17
C -4.44 -0.34 2.17
C -5.78 0.44 1.72
N -5.50 1.58 0.81
N -1.99 0.30 -0.09
O -3.17 0.45 -0.75
N -3.03 0.08 -2.13
O -3.24 -1.06 -2.19
H -2.15 4.68 -1.71
H 2.22 3.34 2.04
H 1.94 4.61 0.72
H 0.49 3.86 1.62
H 1.84 2.56 -1.81
H 3.83 -2.13 0.56
H 2.11 -1.85 0.11
H 4.44 -1.82 -1.61
H 4.12 -0.06 -1.41
H 1.46 -2.74 1.96
H -0.69 -3.59 2.16
H -2.77 -2.59 -0.08
H -2.47 -2.74 1.69
H -4.78 -1.31 0.20
H -4.83 -2.43 1.62
H -3.61 0.42 2.15
H -4.61 -0.66 3.24
H -6.43 -0.29 1.13
H -6.40 0.72 2.62
H -5.59 1.27 -0.17
H -6.29 2.24 0.92
B 3.75 6.78 1.80
F 3.73 5.69 2.72
F 3.91 8.00 2.51
F 4.82 6.61 0.88
F 2.51 6.80 1.08
```

Calculated values
Kohn-Sham gap in eV: 6.1
E in hartree: -3364.41622
HOMO in eV: -9.39
Molecular weight in g/mol: 703.03
Charge: 0
LUMO energy in eV: -3.336